{
  "formula": "C3H2CaLi2O3",
  "method": "wB97M-V/def2-TZVPD",
  "homo_ev": [-13.220, -13.222],
  "lumo_ev": [-7.225, -7.226],
  "total_charge": 2,
  "e_above_lowest_ev": 0.121,
  "max_force_ha_per_bohr": 0.2339,
  "symbols": ["C", "C", "O", "H", "H", "Li", "Li", "O", "C", "O", "Ca"],
  "xyz": [[-0.500, -0.697, 1.015], [0.267, -0.146, -0.204], [0.052, -1.399, 1.863], [-1.536, -0.361, 1.057], [1.350, -0.014, -0.253], [0.376, -3.135, 1.834], [0.689, -0.358, 3.178], [-0.493, 0.179, -1.250], [-0.032, 1.022, -2.251], [0.763, 1.759, -2.611], [-0.936, 3.149, -2.379]],
  "lowdin_charge": [-0.344, -0.119, -0.382, 0.112, 0.111, 0.869, 0.855, -0.085, -0.537, -0.068, 1.588]
}

{
  "formula": "C3H2CeO4",
  "method": "wB97M-V/def2-TZVPD",
  "multiplicity": 2,
  "homo_ev": [-12.998, -13.000],
  "lumo_ev": [-5.737, -5.709],
  "total_charge": 1,
  "e_above_lowest_ev": 0.000,
  "max_force_ha_per_bohr": 0.1003,
  "symbols": ["H", "C", "C", "O", "C", "O", "O", "Ce", "O", "H"],
  "xyz": [[-2.189, -1.896, 0.961], [-2.013, -1.259, -0.002], [-0.635, -1.833, -0.090], [0.140, -0.781, -0.187], [1.566, -0.446, 0.096], [2.378, -1.315, 0.217], [1.549, 0.809, 0.114], [-0.558, 1.437, -0.115], [-2.152, 0.103, 0.086], [-2.593, -1.754, -0.812]],
  "lowdin_spin": [0.000, -0.001, 0.000, -0.002, 0.000, -0.001, -0.004, 1.021, -0.012, 0.000]
}

{
  "formula": "C3H2Cl2F2",
  "method": "wB97M-V/def2-TZVPD",
  "homo_ev": -10.372,
  "lumo_ev": 0.283,
  "e_above_lowest_ev": 2.428,
  "max_force_ha_per_bohr": 0.1010,
  "symbols": ["C", "C", "C", "F", "F", "Cl", "Cl", "H", "H"],
  "xyz": [[1.104, 0.087, 1.177], [0.707, 0.515, 0.041], [-1.032, -0.354, -0.827], [1.246, 1.371, -0.788], [-0.698, -0.650, -2.104], [-2.260, 1.032, -0.745], [-1.612, -1.732, 0.082], [2.029, 0.472, 1.636], [0.516, -0.740, 1.529]],
  "lowdin_charge": [0.025, -0.264, -1.079, 0.086, -0.056, 0.522, 0.639, 0.093, 0.034]
}